1 | The following is a DFT calculation (ωB97M-V/def2-TZVPD) of 2 unconnected molecules or ions with the total composition C5H12O2.

- SMILES = CC/C=C/CO.O
- frontier orbital gap (eV) = 9.52

Geometry as ORCA input:
```
! RIJCOSX wB97M-V def2-TZVPD def2/J DEFGRID3
* xyz 0 1
O -1.2845 -2.1776 0.4357
O -2.5300 1.4467 -2.9887
C 1.0054 -1.3869 0.3212
C 0.5386 -0.1560 -0.0841
C 0.0811 -2.5872 0.3509
C 0.5844 1.6809 1.5636
C 1.1564 1.0752 0.2538
H 1.9843 -1.4438 0.7377
H -1.6276 1.3666 -2.5562
H -0.5045 1.8151 1.6525
H 0.7686 2.7185 1.5254
H -2.5000 2.3451 -3.4041
H 0.2954 -3.1184 -0.5877
H -0.5026 -0.0422 -0.4943
H 0.9028 1.7046 -0.6007
H 2.3004 1.0841 0.4450
H -1.7709 -2.2380 -0.3735
H 0.8180 1.1786 2.5507
H 0.2848 -3.2652 1.2527
*
```

2 | The following is a DFT calculation (ωB97M-V/def2-TZVPD) of C5H12O2 in the gas phase.

- SMILES = CO[C@@H](C)CCO
- frontier orbital gap (eV) = 10.77

Geometry as ORCA input:
```
! RIJCOSX wB97M-V def2-TZVPD def2/J DEFGRID3
* xyz 0 1
O -0.6508 0.0737 0.8997
O 1.2115 1.7873 0.4252
C -0.0795 0.6785 -1.3152
C 0.9932 1.7288 -0.9676
C -0.3293 -0.4739 2.1685
C -0.0082 -0.4626 -0.2897
C -0.7241 -1.7417 -0.6569
H -1.7922 -1.5314 -0.7581
H 0.7556 -0.5004 2.3397
H -0.7745 0.1867 2.9231
H 0.3987 1.4255 0.8267
H -0.7534 -1.4755 2.3164
H 0.7124 2.7225 -1.3468
H 0.0458 0.3189 -2.3466
H 1.9499 1.4636 -1.4399
H -0.5803 -2.4595 0.1567
H -1.0841 1.1144 -1.2593
H -0.3492 -2.1928 -1.5808
H 1.0583 -0.6621 -0.0953
*
```

It turns out 2 is the most stable, with the second structure 28.8 kcal/mol higher.

1 | The following is a DFT calculation (ωB97M-V/def2-TZVPD) of 2 unconnected molecules or ions with the total composition C5H12O2.

- SMILES = OC1CCCC1.O
- frontier orbital gap (eV) = 10.50

Geometry as ORCA input:
```
! RIJCOSX wB97M-V def2-TZVPD def2/J DEFGRID3
* xyz 0 1
O 1.9951 2.6439 -1.7879
O 0.0000 0.0000 0.0000
C 0.6520 1.0020 2.0784
C 0.6768 -0.9145 3.4949
C 0.1859 -1.3149 2.0902
C 0.6719 -0.2176 1.2288
C 0.3542 0.6061 3.4695
H 2.9520 2.4560 -1.9192
H 0.6219 -2.2775 1.7604
H 0.9219 1.2103 4.2031
H -0.7177 0.6700 3.7385
H 1.9547 3.1464 -0.9429
H 0.5639 0.6501 -0.4687
H 1.6064 1.5625 2.0990
H 0.1879 -1.4609 4.3242
H -0.1300 1.6829 1.6909
H 1.7677 -1.0833 3.5775
H -0.9153 -1.4286 2.0957
H 1.6984 -0.4886 0.9083
*
```

2 | The following is a DFT calculation (ωB97M-V/def2-TZVPD) of 3 unconnected molecules or ions with the total composition C5H12O2.

- SMILES = C=CC(=C)C.O.O
- frontier orbital gap (eV) = 8.10

Geometry as ORCA input:
```
! RIJCOSX wB97M-V def2-TZVPD def2/J DEFGRID3
* xyz 0 1
O -2.1767 -1.9897 -1.4182
O -3.0747 -2.5822 -4.2113
C -0.0053 1.9550 2.2513
C 2.5503 -0.5861 1.7653
C 1.2564 1.7239 0.0753
C 1.0041 1.3817 1.4689
C 1.8481 0.5992 2.2778
H 0.4069 1.4653 -0.6964
H -0.3040 1.5585 3.1543
H 3.4790 -1.0043 2.1517
H 2.2414 1.4154 -0.3471
H 1.8182 0.6533 3.3532
H -3.8443 -2.5529 -3.5935
H 1.2156 2.8530 0.0864
H -2.1305 -1.2200 -2.1279
H -2.3197 -2.8161 -1.9081
H -3.3392 -2.7025 -5.1965
H -0.6861 2.8024 2.0016
H 2.0603 -0.9537 0.9130
*
```

3 | The following is a DFT calculation (ωB97M-V/def2-TZVPD) of C5H12O2 in the gas phase.

- SMILES = CC[C@@H](O)CCO
- frontier orbital gap (eV) = 10.69

Geometry as ORCA input:
```
! RIJCOSX wB97M-V def2-TZVPD def2/J DEFGRID3
* xyz 0 1
O -2.5446 -0.0409 0.9422
O 0.0012 0.6852 1.3275
C -0.8880 0.3637 -0.9150
C 0.1336 -0.0739 0.1454
C -2.3629 0.2928 -0.4417
C 1.5614 0.0911 -0.3647
C 2.6210 -0.4211 0.6070
H 2.5176 -1.5004 0.7703
H -0.7560 -0.2649 -1.8053
H -0.6412 1.3896 -1.2159
H -2.9353 -0.4144 -1.0543
H -0.0305 -1.1491 0.3607
H 1.6525 -0.4314 -1.3262
H 3.6271 -0.2397 0.2131
H 1.7255 1.1588 -0.5601
H -2.8425 1.2688 -0.5483
H -0.9310 0.5785 1.5891
H -2.4245 -0.9917 1.0578
H 2.5332 0.0799 1.5752
*
```

4 | The following is a DFT calculation (ωB97M-V/def2-TZVPD) of 3 unconnected molecules or ions with the total composition C5H12O2.

- SMILES = C=CC(=C)C.O.O
- frontier orbital gap (eV) = 9.22

Geometry as ORCA input:
```
! RIJCOSX wB97M-V def2-TZVPD def2/J DEFGRID3
* xyz 0 1
O 0.9420 3.3251 -0.1926
O 0.5249 1.2403 1.9759
C -0.0088 -0.8831 -0.4507
C 0.9610 -0.0382 -0.9734
C -1.4246 -0.6596 -0.2486
C 0.5890 -2.1551 0.0355
C -2.3923 -0.0446 -0.9396
H 0.6759 2.9279 0.6882
H -2.3347 0.6204 -1.7400
H 0.8764 0.7007 2.7160
H 0.8662 0.8466 -1.6370
H -1.6941 -1.2390 0.7213
H 1.9723 -0.4055 -1.0735
H -0.2665 -2.6897 0.5640
H 1.4802 -2.1192 0.7686
H -0.0240 0.6373 1.5265
H 0.7343 -2.8687 -0.7565
H -3.4197 -0.3457 -0.6604
H 1.9425 3.1500 -0.3235
*
```

It turns out 3 is the most stable, with the second structure 3.4 kcal/mol higher.

1 | The following is a DFT calculation (ωB97M-V/def2-TZVPD) of 3 unconnected molecules or ions with the total composition C5H12O2.

- SMILES = C=C/C=C/C.O.O
- frontier orbital gap (eV) = 9.12

Geometry as ORCA input:
```
! RIJCOSX wB97M-V def2-TZVPD def2/J DEFGRID3
* xyz 0 1
O -2.4679 0.1975 -2.0345
O -3.2706 2.8646 2.2609
C 2.3632 0.3191 -1.8397
C 0.0133 -2.0849 1.4927
C 0.8967 -0.9922 1.4949
C 1.5176 0.0414 -0.7001
C 1.8385 -0.7493 0.4051
H -3.1953 -0.1437 -1.4409
H -2.7618 0.1489 -3.0105
H 3.3744 -0.1488 -1.7708
H 2.0153 -0.0087 -2.7580
H -0.3081 -2.2912 2.4945
H -3.0233 2.5228 3.0818
H 2.8283 -1.2264 0.5354
H -0.6157 -2.2050 0.6029
H 1.1162 -0.7684 2.4884
H 2.3484 1.4440 -2.0749
H -3.3688 2.3613 1.4432
H 0.6997 0.7191 -0.6703
*
```

2 | The following is a DFT calculation (ωB97M-V/def2-TZVPD) of 3 unconnected molecules or ions with the total composition C5H12O2.

- SMILES = C=CC(=C)C.O.O
- frontier orbital gap (eV) = 9.38

Geometry as ORCA input:
```
! RIJCOSX wB97M-V def2-TZVPD def2/J DEFGRID3
* xyz 0 1
O -1.5952 0.4685 3.8025
O 1.7857 2.9786 -1.4330
C 0.2751 0.1663 0.8269
C 0.7825 -1.2555 -1.2118
C 0.5878 -1.9402 -2.3398
C -1.5773 -0.8928 -0.3612
C -0.2506 -0.7502 -0.2907
H 1.4289 -2.5485 -2.6367
H -2.3175 -0.4874 0.2880
H -2.0270 -1.6083 -1.0659
H 2.4905 2.3731 -1.2066
H 1.3255 -0.0518 1.0433
H -0.3494 -2.0637 -2.8639
H 0.1168 1.2074 0.5724
H -0.2281 0.0134 1.7951
H -2.0817 -0.3312 3.9939
H 1.7755 -1.0603 -0.8004
H -2.0791 1.0091 3.1645
H 1.6593 3.6818 -0.7859
*
```

It turns out 2 is the most stable, with the second structure 33.6 kcal/mol higher.

1 | The following is a DFT calculation (ωB97M-V/def2-TZVPD) of C5H12O2 in the gas phase.

- SMILES = CC[C@@H](O)[C@@H](C)O
- frontier orbital gap (eV) = 10.19

Geometry as ORCA input:
```
! RIJCOSX wB97M-V def2-TZVPD def2/J DEFGRID3
* xyz 0 1
O 1.4183 -1.1634 -0.8517
O 1.2772 0.6887 0.6885
C 0.7911 0.6390 -2.3647
C -1.2899 0.0139 2.1700
C -0.8393 -0.7385 0.9244
C -0.2028 0.2275 -0.0496
C 0.3689 -0.3751 -1.3011
H -1.7007 -1.2758 0.4936
H -0.4742 0.6227 2.5731
H -0.5519 -0.8841 -1.6726
H -1.6298 -0.6690 2.9497
H 1.5960 1.2735 -1.9814
H -0.0492 1.2747 -2.6739
H -2.1122 0.6982 1.9298
H -0.0848 -1.5054 1.1250
H 1.1642 0.1067 -3.2457
H 1.4252 0.3788 1.6093
H -0.8401 1.1017 -0.2743
H 1.7340 -0.4141 -0.0485
*
```

2 | The following is a DFT calculation (ωB97M-V/def2-TZVPD) of a molecular structure, C5H12O2.

- frontier orbital gap (eV) = 8.58

Geometry as ORCA input:
```
! RIJCOSX wB97M-V def2-TZVPD def2/J DEFGRID3
* xyz 0 1
O 2.3456 0.0286 0.9660
O 0.1103 1.8404 -0.3441
C -0.9395 -0.5184 -0.7258
C 0.3025 -0.7832 2.0648
C 0.4283 -0.0394 -0.3529
C -1.4362 -0.0725 -2.1001
C 0.9212 0.0095 0.9679
H -1.6564 -0.1985 0.0357
H 0.6102 -0.3891 3.0385
H 0.4243 1.3176 0.6763
H -0.7639 -0.4042 -2.8961
H 0.8279 2.3508 -0.7514
H -1.5091 1.0171 -2.1442
H -0.8561 -1.6154 -0.6786
H 1.1486 -0.0601 -1.1416
H 2.6367 0.5575 1.7156
H -2.4242 -0.4910 -2.3209
H -0.7891 -0.7288 2.0240
H 0.6188 -1.8209 1.9669
*
```

3 | The following is a DFT calculation (ωB97M-V/def2-TZVPD) of 3 unconnected molecules or ions with the total composition C5H12O2.

- SMILES = C=CC(=C)C.O.O
- frontier orbital gap (eV) = 9.22

Geometry as ORCA input:
```
! RIJCOSX wB97M-V def2-TZVPD def2/J DEFGRID3
* xyz 0 1
O -0.1596 2.8583 1.8120
O 2.9525 0.8811 -3.2633
C 0.7825 -1.9411 1.4645
C -2.0847 -1.1223 -0.6700
C -0.4222 -1.7219 0.9580
C -1.0481 -0.5447 0.3018
C -0.5073 0.6560 0.1639
H 1.6543 -1.2607 1.5280
H -1.0691 -2.5916 0.7832
H 3.2714 1.6352 -2.7425
H 0.0653 3.6293 2.3453
H 0.7117 2.6154 1.4506
H -2.9431 -1.6454 -0.1940
H -1.4344 -1.8437 -1.1246
H 0.4176 0.9257 0.6757
H 2.1351 1.3141 -3.5651
H 1.0150 -2.9386 1.7977
H -1.0042 1.5740 -0.1745
H -2.3326 -0.4792 -1.5467
*
```

4 | The following is a DFT calculation (ωB97M-V/def2-TZVPD) of C5H12O2 in the gas phase.

- SMILES = CO[C@@H](C)CCO
- frontier orbital gap (eV) = 10.64

Geometry as ORCA input:
```
! RIJCOSX wB97M-V def2-TZVPD def2/J DEFGRID3
* xyz 0 1
O -1.0191 0.2030 0.3882
O 0.7386 1.8983 0.0152
C 0.2315 -0.5701 -0.0260
C -1.3888 0.3675 1.7675
C 1.2941 1.3417 -1.1541
C -0.1968 -2.0019 0.0457
C 0.6140 -0.0136 -1.4138
H 1.2415 -0.7006 -2.0125
H -1.8527 -0.5365 2.1825
H -0.1658 1.4967 0.1097
H 2.3805 1.2068 -1.0110
H -0.3143 0.1207 -1.9775
H -2.1413 1.1711 1.8668
H -0.4543 -2.1976 1.0911
H -0.5325 0.6676 2.3807
H 0.5750 -2.7101 -0.2694
H -1.0869 -2.1048 -0.5775
H 1.1741 2.0311 -2.0024
H 1.1022 -0.3840 0.6303
*
```

It turns out 4 is the most stable, with the second structure 9.6 kcal/mol higher.